Record 1
Entry from OMol25: C3H6MnO3 as an isolated structure (ωB97M-V with the def2-TZVPD basis set).

## Properties
Net charge = 0
Frontier orbital gap (spin up / spin down) = 7.25 / 7.37 eV
E_LUMO (spin up / spin down) = 0.065 / -0.526 eV
2S+1 = 6

Geometry (Å):
O (0.091, -0.241, 0.666)
C (-0.756, -0.538, -0.468)
C (-0.320, 0.516, -1.482)
O (0.182, 1.558, -0.659)
C (0.911, 0.937, 0.334)
Mn (0.501, -1.424, 2.111)
H (-1.787, -0.411, -0.120)
H (-1.150, 0.902, -2.080)
H (0.476, 0.130, -2.139)
H (0.975, 1.567, 1.228)
H (1.909, 0.643, -0.031)
H (-0.613, -1.563, -0.826)
O (-0.420, -2.076, 3.466)


Record 2
Entry from OMol25: an isolated ion of composition C3H6N and charge +1 (ωB97M-V with the def2-TZVPD basis set).

## Properties
Net charge = +1
Frontier orbital gap (spin up / spin down) = 7.76 / 7.76 eV
E_LUMO (spin up / spin down) = -7.292 / -7.290 eV

Geometry (Å):
C (-1.007, -0.382, -0.116)
C (1.040, 0.981, -0.368)
C (0.614, -0.279, -0.124)
N (-1.654, -0.489, 0.870)
H (0.633, 1.556, -1.216)
H (-1.439, -0.086, -0.990)
H (1.709, 1.431, 0.368)
H (0.974, -0.891, 0.778)
H (0.761, -0.915, -0.953)
H (-1.632, -0.927, 1.750)


Record 3
Entry from OMol25: an isolated ion of composition C3H6N and charge +1 (ωB97M-V with the def2-TZVPD basis set).

## Properties
Net charge = +1
Frontier orbital gap (spin up / spin down) = 6.39 / 8.34 eV
E_LUMO (spin up / spin down) = -4.223 / -7.907 eV
2S+1 = 3

Geometry (Å):
C (-1.644, -1.309, 1.314)
C (-1.058, -0.367, 0.801)
C (0.826, 0.041, -0.548)
N (-0.348, 0.666, 0.133)
H (-2.196, -1.827, 2.025)
H (0.485, -0.978, -1.063)
H (1.343, 0.640, -1.193)
H (1.380, -0.307, 0.240)
H (0.042, 1.218, 0.909)
H (-1.019, 1.060, -0.608)


Respective max |F| values: 4.56, 4.04, 9.27 eV/A.
Respective DFT total energy values: -1494.48620, -172.24254, -172.06950 Ha.
Respective ΔE to the lowest compared entry with this formula, charge and spin values: 57.6, 72.8, 68.6 kcal per mole.